[1]
Computed, not measured: one molecule with the formula C15H22N2O4, with the ωB97M-V functional and the def2-TZVPD basis.

Values from the calculation:
ΔE to the lowest compared entry with this formula, charge and spin = 529.9 kJ/mol
HOMO level = -9.01 eV
LUMO = 0.612 eV
Frontier orbital gap = 9.62 eV
SMILES = O=C([C@H](CO)NC(=O)[C@H]1C[C@@]2(C1)C[C@]21CC1)N1CCCO1

Each line ends with the Löwdin charge.
Geometry (Å):
O: -0.26633 2.03127 0.74145  0.0658
C: -0.75441 1.05248 0.19902  -0.4500
N: 0.00178 0.14807 -0.47280  0.1178
C: 1.43988 0.27679 -0.56744  -0.1988
C: 2.07091 -0.25699 0.71743  -0.1738
O: 3.48376 -0.12693 0.62867  -0.0460
C: 1.89184 -0.59025 -1.73668  -0.3780
O: 1.41167 -1.69900 -1.88020  0.0901
N: 2.91069 -0.17606 -2.56743  -0.0052
C: 4.12321 -0.99639 -2.68804  -0.1096
C: 5.20515 -0.15307 -2.02658  -0.1374
C: 4.72373 1.24673 -2.35255  -0.1642
O: 3.29518 1.17968 -2.34125  -0.0878
C: -2.23472 0.76995 0.24100  -0.1808
C: -2.86067 0.70421 1.66301  -0.0383
C: -3.96925 1.62755 1.16785  -0.3415
C: -3.15931 1.97507 -0.07666  -0.0382
C: -5.45310 1.31942 1.21152  0.0105
C: -4.87553 2.46956 1.95150  -0.3796
C: -4.90398 3.01978 3.32081  -0.0640
C: -5.12855 3.91535 2.10746  -0.0624
H: -0.40490 -0.69354 -0.84980  0.1380
H: 1.70147 1.32212 -0.69482  0.1507
H: 1.66679 0.33437 1.54204  0.1267
H: 1.77845 -1.30498 0.83851  0.1314
H: 3.86271 -0.33397 1.48741  0.0971
H: 3.93928 -1.95427 -2.20633  0.1282
H: 4.34424 -1.17095 -3.74166  0.1224
H: 5.20980 -0.31577 -0.95327  0.0933
H: 6.19072 -0.35940 -2.43948  0.1170
H: 5.01011 1.99265 -1.61335  0.1262
H: 5.05788 1.56735 -3.34398  0.1198
H: -2.49270 -0.10674 -0.35376  0.1411
H: -3.15064 -0.28238 2.02334  0.1144
H: -2.21554 1.19336 2.39458  0.1199
H: -2.61606 2.91400 0.03860  0.1193
H: -3.67186 1.95540 -1.03765  0.1155
H: -6.03267 1.52523 0.31901  0.1067
H: -5.76431 0.44850 1.77685  0.1063
H: -5.75877 2.80446 3.94893  0.0988
H: -3.96524 3.12418 3.85060  0.0995
H: -4.33346 4.60146 1.84386  0.1002
H: -6.13154 4.28577 1.94036  0.0990


[2]
Computed, not measured: C15H14HgN2O3S as an isolated structure in a non-equilibrium geometry, with the ωB97M-V functional and the def2-TZVPD basis.

Values from the calculation:
Net charge = -2
HOMO level (alpha / beta) = 1.88 / 1.88 eV
LUMO (alpha / beta) = 4.733 / 4.733 eV
Frontier orbital gap (alpha / beta) = 2.85 / 2.86 eV

Each line ends with the Löwdin charge.
Geometry (Å):
C: 0.91860 -1.34968 -1.85726  -0.2532
C: -0.49168 -1.27704 -2.12077  -0.2697
C: -1.17295 -1.95398 -1.05244  -0.2550
C: -0.18327 -2.45529 -0.14915  -0.2499
C: 1.10230 -2.07802 -0.63874  -0.2450
Hg: -0.18394 0.13893 -0.09192  0.9904
C: -1.62692 1.68584 -0.91285  -0.1674
C: -0.42418 1.97075 -1.50164  -0.3118
C: 0.49734 2.57603 -2.23477  -0.0704
N: 1.63170 1.35327 0.46634  -0.3502
H: -2.24824 -2.08641 -0.96503  0.0687
H: -0.95422 -0.77413 -2.96726  0.0683
H: -0.37476 -3.04062 0.74334  0.0679
H: 2.05390 -2.29210 -0.16156  0.0655
H: 1.70154 -0.90259 -2.46472  0.0673
H: -2.35494 1.05399 -1.43882  0.0481
H: 2.56623 1.73236 0.38966  -0.3633
H: -1.95844 2.14929 0.02790  0.0447
H: 0.29103 3.38136 -2.94978  0.0323
H: 1.55084 2.27441 -2.17273  0.0375
O: -2.27477 3.49102 3.60711  -0.3389
S: -1.18800 2.56771 3.70737  0.6162
O: 0.04905 3.08236 4.19748  -0.3190
N: -1.02663 1.59019 2.32500  -0.0372
C: -1.34409 0.31732 2.61011  -0.5485
O: -1.30047 -0.65228 1.80230  -0.0998
C: -1.72719 0.05250 3.99472  -0.1619
C: -2.04142 -1.23819 4.42555  -0.0114
C: -2.33671 -1.41295 5.76376  -0.0986
C: -2.30522 -0.27394 6.58850  -0.1044
C: -1.98492 1.01829 6.11615  -0.0497
C: -1.68656 1.18607 4.76376  -0.1959
H: -2.02035 -2.05413 3.70244  0.1184
H: -2.58369 -2.41075 6.14078  0.0938
H: -2.54180 -0.43563 7.63661  0.0815
H: -1.96626 1.87278 6.77858  0.1009


no.,E (Ha),molar mass (u)
1,-995.1197,294.35
2,-1466.4874,502.94